{"formula": "C6H10O", "method": "ωB97M-V/def2-TZVPD", "symbols": ["C", "C", "C", "C", "C", "C", "O", "H", "H", "H", "H", "H", "H", "H", "H", "H", "H"], "positions_angstrom": [[-2.110, -0.185, 0.813], [-1.145, 0.143, -0.237], [1.122, 1.282, -0.565], [0.969, -0.050, -1.344], [0.089, -0.780, -0.326], [0.809, -0.417, 0.961], [0.669, 1.009, 0.785], [-2.734, 0.659, 1.126], [-2.723, -0.744, 0.077], [-1.887, -0.856, 1.660], [0.442, 2.033, -0.965], [2.149, 1.659, -0.522], [1.937, -0.522, -1.552], [0.419, 0.064, -2.280], [-0.159, -1.829, -0.530], [1.872, -0.714, 1.043], [0.280, -0.752, 1.855]], "forces_ev_per_angstrom": [[0.02, -0.02, -0.05], [-0.18, -0.37, 0.25], [0.07, 0.10, -0.21], [0.02, 0.01, -0.07], [-0.10, 0.03, -0.12], [-0.19, -0.15, -0.01], [0.47, -0.01, 0.25], [0.14, -0.20, -0.13], [-0.32, -0.16, 0.12], [0.15, 0.12, -0.18], [0.22, 0.03, 0.09], [-0.11, -0.09, -0.07], [-0.18, -0.05, 0.18], [0.16, 0.19, 0.08], [0.14, 0.14, 0.05], [-0.37, 0.06, -0.15], [0.07, 0.37, -0.01]], "gap_ev": 8.768}

***

{"formula": "C6H10O", "method": "ωB97M-V/def2-TZVPD", "symbols": ["C", "C", "O", "C", "C", "C", "C", "H", "H", "H", "H", "H", "H", "H", "H", "H", "H"], "positions_angstrom": [[0.926, -0.996, -1.788], [0.375, 0.189, -1.013], [-1.039, 0.064, -0.875], [-1.397, 0.899, 0.206], [-0.164, 0.862, 1.123], [0.032, -0.560, 1.760], [1.015, 0.603, 0.265], [0.436, -1.076, -2.763], [0.741, -1.927, -1.240], [2.003, -0.883, -1.936], [0.616, 1.129, -1.567], [-1.577, 1.933, -0.135], [-2.322, 0.510, 0.647], [-0.103, 1.657, 1.869], [-0.948, -1.005, 1.955], [0.654, -0.548, 2.659], [0.556, -1.205, 1.047]], "forces_ev_per_angstrom": [[0.02, 0.00, -0.01], [0.30, -0.08, -0.01], [-0.02, -0.04, -0.03], [-0.04, 0.15, 0.21], [0.04, -0.11, 0.03], [-0.02, 0.07, 0.15], [-0.29, 0.13, -0.15], [0.07, 0.04, 0.16], [0.02, 0.17, -0.04], [-0.16, 0.00, 0.04], [-0.04, 0.01, 0.00], [0.01, -0.14, 0.02], [0.19, 0.07, 0.02], [0.04, -0.20, -0.15], [0.14, 0.05, -0.06], [-0.23, 0.20, -0.20], [-0.03, -0.31, 0.04]], "gap_ev": 9.443}

***

{"formula": "C6H10O", "method": "ωB97M-V/def2-TZVPD", "symbols": ["O", "C", "C", "C", "C", "C", "C", "H", "H", "H", "H", "H", "H", "H", "H", "H", "H"], "positions_angstrom": [[-0.623, 0.663, 1.292], [-1.201, -0.472, 0.482], [-1.511, 0.203, -0.750], [0.481, 1.368, 0.031], [1.419, 0.308, -0.516], [1.074, -1.126, -0.184], [-0.116, -1.497, 0.292], [-0.245, 0.289, 2.118], [-1.975, -0.757, 1.212], [-2.375, 0.868, -0.742], [-1.274, -0.310, -1.680], [0.899, 1.928, 0.875], [0.060, 2.033, -0.707], [1.441, 0.386, -1.613], [2.443, 0.525, -0.174], [1.840, -1.866, -0.424], [-0.337, -2.542, 0.487]], "forces_ev_per_angstrom": [[0.24, 0.15, 0.49], [-0.11, -0.28, -0.08], [-0.22, -0.19, -0.12], [0.49, 0.28, -0.07], [-0.01, 0.02, 0.05], [-0.16, -0.01, 0.05], [0.07, -0.06, -0.12], [0.25, 0.28, 0.03], [-0.17, -0.38, -0.45], [0.10, -0.14, -0.15], [-0.14, 0.15, 0.17], [0.12, 0.00, -0.34], [-0.06, -0.03, 0.20], [-0.11, 0.07, 0.18], [-0.13, -0.10, 0.00], [-0.19, 0.13, 0.19], [0.01, 0.10, -0.02]], "gap_ev": [7.596, 7.595]}

***

{"formula": "C6H10O", "method": "ωB97M-V/def2-TZVPD", "symbols": ["C", "C", "O", "C", "C", "C", "C", "H", "H", "H", "H", "H", "H", "H", "H", "H", "H"], "positions_angstrom": [[-2.126, -0.204, 0.576], [-0.679, -0.321, 0.853], [-0.217, -1.669, 0.787], [0.847, -1.026, 0.149], [0.718, -0.790, -1.274], [0.230, 0.350, -0.424], [1.195, 1.528, -0.309], [-2.341, 0.864, 0.580], [-2.291, -0.604, -0.426], [-2.732, -0.742, 1.308], [-0.358, 0.048, 1.849], [1.717, -0.870, 0.759], [1.715, -0.671, -1.694], [0.042, -1.398, -1.859], [1.229, 2.193, -1.188], [0.938, 2.156, 0.545], [2.233, 1.171, -0.174]], "forces_ev_per_angstrom": [[-0.44, 0.12, -0.03], [-0.72, 1.18, -0.60], [0.16, 0.94, -0.32], [1.65, -0.65, -0.54], [0.07, -0.53, -0.16], [0.48, -1.21, 2.19], [-0.16, -0.05, 0.30], [-0.38, -0.01, -0.01], [-0.25, 0.05, 0.13], [-0.09, 0.07, 0.00], [-0.13, 0.47, -0.73], [0.68, -0.42, -0.15], [-0.33, 0.45, -0.34], [0.00, -0.12, -0.02], [-0.37, -0.42, 0.18], [0.08, 0.02, 0.07], [-0.24, 0.12, 0.06]], "gap_ev": 9.362}

***

| no. | DFT total energy (Ha) |
| --- | --- |
| 1 | -309.689367 |
| 2 | -309.725257 |
| 3 | -309.656386 |
| 4 | -309.719703 |